No. 1
{"formula": "C5H10O2", "method": "wB97M-V/def2-TZVPD", "species": ["O", "C", "C", "C", "C", "O", "C", "H", "H", "H", "H", "H", "H", "H", "H", "H", "H"], "coordinates": [[-1.28574, -0.47777, -1.97954], [0.04302, -0.55430, -1.49372], [0.29958, 0.56595, -0.48016], [-0.84876, 0.71198, 0.52865], [-0.40688, -0.15726, 1.72236], [0.86633, -0.70140, 1.39093], [1.45489, 0.17069, 0.44477], [-1.59222, -1.37110, -2.16232], [0.23603, -1.51922, -0.99894], [0.75686, -0.44686, -2.32577], [0.48997, 1.50943, -1.00399], [-0.96225, 1.75882, 0.82708], [-1.78995, 0.37719, 0.09041], [-1.08315, -0.99616, 1.91590], [-0.33186, 0.44563, 2.63878], [2.26618, -0.36953, -0.05510], [1.88795, 1.05392, 0.94067]], "atomic_forces_ev_per_a": [[-0.129, -0.230, -0.169], [0.435, 0.039, 0.186], [0.028, 0.053, 0.006], [-0.075, 0.054, 0.032], [-0.216, 0.033, 0.148], [0.059, -0.031, 0.024], [0.155, 0.119, -0.199], [-0.007, 0.135, -0.071], [-0.135, 0.174, -0.117], [-0.116, -0.093, 0.143], [-0.020, -0.161, 0.073], [0.007, -0.166, -0.031], [0.101, 0.092, 0.096], [0.117, 0.126, -0.008], [0.019, -0.115, -0.097], [-0.130, 0.042, 0.043], [-0.092, -0.072, -0.059]], "smiles": "OC[C@H]1CCOC1", "lumo_energy_ev": 0.90, "e_tot_ha": -346.96774, "charge": 0, "homo_energy_ev": -9.73, "gap_ev": 10.62, "max_force_ev_per_a": 0.475}

=====

No. 2
{"formula": "C5H10O2", "method": "wB97M-V/def2-TZVPD", "species": ["C", "O", "C", "C", "C", "C", "O", "H", "H", "H", "H", "H", "H", "H", "H", "H", "H"], "coordinates": [[1.31314, -1.49131, 0.47076], [0.81617, -0.34323, 1.12661], [0.82863, 1.04869, -1.16999], [-0.34184, 0.41382, -1.20764], [-0.59623, -0.26608, 1.18635], [-1.26454, 0.47132, -0.01796], [-1.51692, 1.80347, 0.41429], [0.74192, -1.74581, -0.43334], [1.31321, -2.35107, 1.15458], [2.34221, -1.28692, 0.15503], [1.07401, 1.69550, -0.33193], [1.60003, 0.87515, -1.91352], [-0.57496, -0.30357, -1.99445], [-1.02428, -1.27374, 1.29226], [-0.82648, 0.32550, 2.07710], [-2.22036, -0.02996, -0.25112], [-1.69360, 2.32697, -0.37860]], "atomic_forces_ev_per_a": [[0.068, -0.194, -0.043], [-0.216, 0.000, 0.179], [-0.235, -0.063, -0.223], [0.349, 0.020, 0.043], [0.012, -0.088, 0.054], [0.127, -0.349, -0.068], [0.021, 0.111, -0.163], [0.055, 0.035, 0.232], [-0.045, 0.052, -0.100], [-0.182, 0.007, 0.153], [-0.036, -0.059, -0.218], [-0.183, 0.204, -0.107], [0.036, 0.203, 0.054], [0.047, 0.161, -0.008], [-0.084, -0.155, -0.085], [0.228, 0.132, 0.106], [0.038, -0.018, 0.196]], "smiles": "C=C[C@H](O)COC", "lumo_energy_ev": 0.99, "e_tot_ha": -346.92357, "charge": 0, "homo_energy_ev": -9.58, "gap_ev": 10.57, "max_force_ev_per_a": 0.378}

=====

No. 3
{"formula": "C5H10O2", "method": "wB97M-V/def2-TZVPD", "species": ["C", "O", "C", "C", "O", "C", "C", "H", "H", "H", "H", "H", "H", "H", "H", "H", "H"], "coordinates": [[2.29900, 0.98869, -0.54601], [1.00805, 1.13038, -0.01038], [0.21924, -0.00745, -0.15308], [0.43144, -1.15995, 0.85449], [-0.86154, -0.88158, 1.44561], [-1.10040, 0.14075, 0.56038], [-2.20738, 0.85016, 0.39757], [2.87548, 0.21660, -0.01544], [2.26691, 0.73355, -1.61600], [2.79318, 1.95357, -0.41964], [0.15718, -0.33960, -1.20390], [1.24939, -1.01315, 1.56720], [0.45111, -2.17421, 0.44329], [-1.96435, -1.68733, -1.04448], [-2.25875, 1.60283, -0.38012], [-2.27853, -1.01598, -0.89256], [-3.08004, 0.66271, 1.01307]], "atomic_forces_ev_per_a": [[0.299, -0.005, -0.108], [-0.012, 0.107, 0.042], [-0.120, -0.051, -0.013], [0.259, -0.145, 0.013], [-0.165, -0.047, 0.068], [-0.327, 0.429, -0.063], [0.261, 0.071, 0.258], [-0.055, 0.092, -0.081], [-0.012, 0.031, 0.134], [0.012, -0.163, -0.048], [-0.033, 0.151, 0.212], [-0.151, 0.026, -0.069], [0.052, 0.189, 0.027], [-0.328, 0.066, -0.167], [0.062, -0.090, 0.111], [0.136, -0.766, -0.327], [0.121, 0.105, 0.012]], "lumo_energy_ev": 0.95, "e_tot_ha": -346.86957, "charge": 0, "homo_energy_ev": -8.81, "gap_ev": 9.76, "max_force_ev_per_a": 0.844}

=====

No. 4
{"formula": "C5H10O2", "method": "wB97M-V/def2-TZVPD", "species": ["C", "C", "C", "O", "C", "C", "O", "H", "H", "H", "H", "H", "H", "H", "H", "H", "H"], "coordinates": [[0.77308, -0.41096, -1.42377], [0.58181, -0.89470, 0.01231], [0.45620, 1.33234, 1.32253], [0.99414, 2.08808, 0.37892], [-0.91144, 0.89435, 0.83763], [-0.82840, -0.62123, 0.56014], [-1.88192, -0.95056, -0.33348], [0.04225, -0.87954, -2.09134], [1.77705, -0.65461, -1.78463], [0.63968, 0.67304, -1.50900], [0.87301, -1.94378, 0.11546], [1.24564, -0.35898, 0.72414], [1.89971, 2.29939, 0.65530], [-1.63441, 1.11224, 1.63113], [-1.22404, 1.39636, -0.08653], [-0.95686, -1.18035, 1.49943], [-1.84551, -1.90109, -0.50824]], "atomic_forces_ev_per_a": [[0.039, 0.009, -0.023], [0.055, -0.085, 0.032], [-0.281, 0.341, -0.095], [0.046, -0.010, 0.333], [0.016, 0.086, 0.030], [0.329, 0.124, 0.287], [0.053, -0.209, -0.020], [0.153, 0.043, 0.109], [-0.122, 0.015, 0.031], [0.016, -0.231, 0.014], [-0.226, -0.088, -0.133], [0.005, -0.440, -0.430], [-0.219, 0.137, 0.000], [0.030, -0.074, -0.147], [0.065, -0.009, 0.071], [0.069, 0.184, -0.115], [-0.029, 0.208, 0.056]], "lumo_energy_ev": 0.84, "e_tot_ha": -346.88650, "charge": 0, "homo_energy_ev": -8.51, "gap_ev": 9.35, "max_force_ev_per_a": 0.615}

=====

No. 5
{"formula": "C5H10O2", "method": "wB97M-V/def2-TZVPD", "species": ["C", "O", "C", "C", "O", "C", "C", "H", "H", "H", "H", "H", "H", "H", "H", "H", "H"], "coordinates": [[1.98592, 1.22466, -0.49797], [0.69839, 1.05968, -0.51304], [0.04396, 0.05029, -1.03286], [0.79174, -1.21902, 1.03020], [-0.55021, -0.76362, 1.12098], [-1.08324, -0.41409, -0.16808], [-2.16420, 0.63478, 0.04750], [1.49837, -0.45799, 0.64493], [2.61267, 0.56046, -1.08450], [2.34451, 2.12878, -0.03621], [0.61911, -0.63617, -1.65403], [1.13018, -1.41538, 2.04560], [0.87785, -2.14168, 0.43558], [-1.52177, -1.31292, -0.63458], [-2.63364, 0.88871, -0.90724], [-2.93286, 0.27382, 0.73640], [-1.71677, 1.53967, 0.46733]], "atomic_forces_ev_per_a": [[1.056, 0.326, -0.475], [-0.637, 0.865, 0.362], [-0.351, -0.574, -0.541], [0.333, -0.225, 0.350], [0.180, 0.079, -0.082], [-0.072, 0.005, -0.212], [0.028, 0.062, -0.001], [-0.366, -0.643, 0.302], [-0.052, 0.067, 0.027], [-0.081, 0.039, -0.094], [-0.076, 0.119, 0.051], [-0.184, -0.215, 0.086], [-0.029, 0.113, 0.143], [0.137, 0.144, 0.065], [0.035, -0.052, 0.120], [0.151, -0.013, -0.071], [-0.072, -0.097, -0.029]], "lumo_energy_ev": [0.44, 0.52], "e_tot_ha": -346.82880, "charge": 0, "homo_energy_ev": [-7.67, -7.81], "gap_ev": [8.12, 8.33], "max_force_ev_per_a": 1.203}

=====

No. 6
{"formula": "C5H10O2", "method": "wB97M-V/def2-TZVPD", "species": ["C", "C", "C", "C", "O", "C", "O", "H", "H", "H", "H", "H", "H", "H", "H", "H", "H"], "coordinates": [[0.81523, 1.94637, 0.14502], [0.54409, 0.44237, 0.07859], [-0.93944, -0.13585, 0.04488], [-1.11867, -1.36590, 0.89271], [-0.11320, -2.33651, 0.66558], [0.74365, -0.23102, -1.28597], [1.73201, -0.25319, -0.32928], [-0.00291, 2.50328, 0.61454], [1.73407, 2.21460, 0.69057], [0.95422, 2.32448, -0.87654], [-1.39704, -0.31305, -0.96449], [-1.46884, 0.74218, 0.38898], [-2.06602, -1.86271, 0.66499], [-1.11287, -1.01847, 1.92806], [0.73286, -1.92265, 0.89456], [0.59737, 0.50666, -2.06244], [0.36548, -1.24061, -1.48978]], "atomic_forces_ev_per_a": [[-0.225, -0.153, -0.171], [-1.336, -0.025, -2.074], [-0.357, 0.210, 1.049], [-0.417, 0.158, 0.426], [0.188, 0.090, 0.094], [1.139, 0.262, -0.927], [0.356, -0.478, 0.553], [0.028, -0.178, -0.136], [-0.310, -0.526, -0.075], [-0.055, 0.155, 0.122], [0.674, 0.237, 0.631], [-0.628, -0.056, 0.666], [0.049, 0.092, 0.180], [-0.064, -0.340, 0.274], [-0.100, -0.178, -0.140], [1.120, 0.120, -0.548], [-0.061, 0.611, 0.076]], "smiles": "C[C@]1(CCO)CO1", "lumo_energy_ev": 0.94, "e_tot_ha": -346.84165, "charge": 0, "homo_energy_ev": -8.63, "gap_ev": 9.57, "max_force_ev_per_a": 2.467}

=====

No. 7
{"formula": "C5H10O2", "method": "wB97M-V/def2-TZVPD", "species": ["C", "C", "C", "O", "C", "C", "O", "H", "H", "H", "H", "H", "H", "H", "H", "H", "H"], "coordinates": [[-1.34670, 1.27403, -1.55366], [-0.14110, 0.99202, -0.68956], [-1.18280, -0.37313, 1.75867], [0.08949, -0.81970, 1.55933], [0.71583, -0.83576, 0.45088], [2.13600, -1.26993, 0.40955], [0.09127, -0.44413, -0.67064], [-1.20597, 0.88540, -2.56545], [-1.51417, 2.35416, -1.61591], [-2.24043, 0.81444, -1.12104], [0.76912, 1.45449, -1.08855], [-1.82722, -0.51565, 0.89330], [-1.53030, -0.71879, 2.72531], [-0.32488, 1.34073, 0.33514], [2.25980, -2.14467, -0.24005], [2.76960, -0.47298, -0.00129], [2.48249, -1.52053, 1.41398]], "atomic_forces_ev_per_a": [[-0.046, 0.008, -0.026], [-0.073, 0.227, 0.016], [-0.337, -0.152, 0.021], [0.295, -0.022, -0.080], [0.094, 0.060, 0.003], [0.025, -0.037, 0.010], [0.044, -0.154, 0.090], [-0.005, 0.026, 0.099], [0.041, -0.140, 0.008], [0.132, 0.055, -0.065], [-0.146, -0.035, 0.072], [0.054, 0.113, 0.113], [0.051, 0.056, -0.124], [0.069, -0.041, -0.125], [-0.042, 0.102, 0.074], [-0.092, -0.096, 0.056], [-0.066, 0.029, -0.142]], "lumo_energy_ev": [0.96, 0.94], "e_tot_ha": -346.85912, "charge": 0, "homo_energy_ev": [-6.93, -6.57], "gap_ev": [7.89, 7.51], "max_force_ev_per_a": 0.370}

=====

No. 8
{"formula": "C5H10O2", "method": "wB97M-V/def2-TZVPD", "species": ["C", "O", "C", "C", "C", "C", "O", "H", "H", "H", "H", "H", "H", "H", "H", "H", "H"], "coordinates": [[-1.55106, 0.90928, -1.64722], [-0.29077, 0.39052, -1.22629], [-0.15810, 0.66901, 0.14131], [-0.96617, -0.54849, 0.72203], [0.45016, -0.32097, 1.07854], [1.64069, -1.09903, 0.63051], [2.80322, -0.29693, 0.76575], [-1.34625, 1.83987, -2.17828], [-2.25886, 1.13669, -0.82774], [-2.03815, 0.18513, -2.30923], [0.19829, 1.71247, 0.27132], [-1.81463, -0.42560, 1.36857], [-1.09886, -1.36323, -0.01232], [0.51520, 0.07319, 2.09306], [1.78914, -1.97693, 1.25791], [1.48857, -1.41098, -0.41288], [2.63756, 0.52600, 0.28495]], "atomic_forces_ev_per_a": [[0.002, 0.149, -0.437], [0.837, 0.423, -0.897], [-0.357, -0.825, -0.294], [-0.295, 0.411, 0.518], [0.320, -0.283, 0.164], [-0.186, -0.471, 0.015], [0.062, 0.135, -0.159], [-0.288, 0.035, -0.188], [0.563, -0.253, -0.157], [0.203, 0.130, -0.025], [-1.655, -0.295, 0.736], [0.191, -0.113, 0.777], [-0.193, 1.022, 0.059], [0.447, 0.308, -0.270], [0.161, -0.084, -0.087], [0.075, -0.093, 0.170], [0.115, -0.194, 0.077]], "smiles": "CO[C@H]1C[C@H]1CO", "lumo_energy_ev": 1.01, "e_tot_ha": -346.87556, "charge": 0, "homo_energy_ev": -9.22, "gap_ev": 10.22, "max_force_ev_per_a": 1.835}

=====

No. 9
{"formula": "C5H10O2", "method": "wB97M-V/def2-TZVPD", "species": ["C", "C", "O", "C", "C", "C", "O", "H", "H", "H", "H", "H", "H", "H", "H", "H", "H"], "coordinates": [[-2.27632, 1.87672, 0.01554], [-1.44016, 0.62890, 0.18463], [-0.22160, 0.95012, -0.46403], [1.01875, -1.11810, 0.22632], [2.16496, -1.93873, -0.30986], [0.91767, 0.28951, -0.11595], [1.20954, -0.06210, 1.21236], [-2.41535, 2.08267, -1.04957], [-3.25136, 1.79602, 0.49677], [-1.72775, 2.71671, 0.44807], [-1.26187, 0.39169, 1.23969], [-1.91678, -0.24233, -0.28776], [0.10417, -1.66655, 0.43376], [2.81569, -2.32736, 0.47341], [1.75850, -2.79101, -0.86532], [2.76982, -1.35497, -1.01136], [1.75210, 0.76881, -0.62669]], "atomic_forces_ev_per_a": [[-0.096, 0.095, 0.038], [-0.211, -0.023, 0.103], [0.097, 0.275, 0.082], [-0.110, -0.178, -0.180], [0.114, -0.020, 0.065], [0.117, -0.014, -0.369], [0.256, -0.160, 0.023], [-0.049, -0.026, 0.137], [0.017, -0.045, -0.016], [-0.157, -0.028, 0.001], [-0.002, 0.084, -0.110], [0.133, 0.089, 0.006], [-0.025, 0.041, -0.108], [-0.043, 0.000, 0.062], [0.054, 0.115, 0.114], [-0.002, -0.069, 0.208], [-0.094, -0.134, -0.057]], "smiles": "CCO[C@H]1O[C@@H]1C", "lumo_energy_ev": 1.08, "e_tot_ha": -346.93605, "charge": 0, "homo_energy_ev": -9.65, "gap_ev": 10.73, "max_force_ev_per_a": 0.387}

=====

No. 10
{"formula": "C5H10O2", "method": "wB97M-V/def2-TZVPD", "species": ["C", "C", "O", "C", "C", "C", "O", "H", "H", "H", "H", "H", "H", "H", "H", "H", "H"], "coordinates": [[-1.47611, -0.40040, -0.56908], [-0.64640, 0.42465, 0.38774], [-0.91380, 1.83085, 0.33613], [0.37821, 0.17663, 1.49176], [0.79543, 0.14201, 0.05823], [1.26679, -1.20467, -0.46118], [1.38361, 1.19952, -0.61646], [-2.42163, 0.08814, -0.79353], [-0.91808, -0.43268, -1.52235], [-1.63664, -1.43221, -0.25737], [-1.85437, 2.00376, 0.20363], [0.66522, 1.09767, 1.99448], [0.41843, -0.73333, 2.08065], [2.32515, -1.29219, -0.19026], [0.74540, -2.05323, -0.00110], [1.19542, -1.30445, -1.55006], [0.69338, 1.88994, -0.59124]], "atomic_forces_ev_per_a": [[-0.371, -0.148, 0.005], [0.450, -0.173, -0.520], [-0.077, -0.144, -0.404], [0.001, -0.062, 0.164], [0.240, -0.097, -0.035], [0.034, 0.095, -0.026], [0.542, 0.502, 0.269], [-0.339, -0.197, 0.219], [-0.434, -0.019, 0.265], [-0.165, 0.122, 0.094], [0.221, -0.276, 0.000], [-0.398, -0.195, 0.167], [-0.019, 0.061, -0.054], [-0.115, -0.014, -0.092], [0.029, 0.304, -0.029], [-0.068, 0.158, 0.152], [0.470, 0.083, -0.174]], "smiles": "C[C@]1(O)C[C@@]1(C)O", "lumo_energy_ev": 0.73, "e_tot_ha": -346.92323, "charge": 0, "homo_energy_ev": -8.65, "gap_ev": 9.38, "max_force_ev_per_a": 0.786}